## A
{"formula": "CH2O3S2", "method": "ωB97M-V/def2-TZVPD", "symbols": ["C", "O", "O", "O", "S", "S", "H", "H"], "xyz": [[0.78153, 1.21600, -0.84595], [-4.82373, -0.89673, 0.26019], [-2.63162, 0.10416, 0.53038], [-0.45171, 1.45694, -0.85481], [1.63216, 0.35284, 0.33787], [-3.92690, 0.17582, -0.07085], [-1.03981, 0.89149, -0.08294], [0.85889, -0.29996, 1.28759]], "lowdin_charge": [-0.674, -0.402, -0.447, -0.115, 0.711, 0.931, 0.132, -0.136], "homo_energy_ev": -8.44, "spin_multiplicity": 1, "charge": 0, "e_lumo_ha": -0.0732}



## B
{"formula": "CH2O3S2", "method": "ωB97M-V/def2-TZVPD", "symbols": ["C", "O", "O", "O", "S", "S", "H", "H"], "xyz": [[-0.62611, 0.44470, -0.30325], [0.30206, 1.24671, -0.16510], [1.55282, -1.26108, -0.61017], [2.08699, -0.40314, 1.49806], [-2.11582, 0.79757, 0.56180], [2.15082, -0.17201, 0.10143], [-0.42357, -0.48439, -0.95779], [-2.92718, -0.16837, -0.12499]], "lowdin_charge": [-0.677, -0.193, -0.447, -0.401, 0.817, 0.854, 0.108, -0.061], "homo_energy_ev": -10.77, "spin_multiplicity": 1, "charge": 0, "e_lumo_ha": -0.0167}



We find B to be the most stable, with the next structure 0.0770 hartree higher.



## A
{"formula": "C4H5NO2", "method": "ωB97M-V/def2-TZVPD", "symbols": ["C", "C", "C", "C", "N", "O", "O", "H", "H", "H", "H", "H"], "xyz": [[-2.50261, -0.33429, -0.76845], [-1.47037, 0.79559, -0.08098], [1.04167, 0.67164, 0.45804], [0.66996, -0.66275, -0.09444], [-0.31749, 0.27198, 0.31007], [-2.14103, -1.40644, -1.13839], [-1.85769, 1.92742, 0.08243], [-3.51912, 0.06114, -0.85634], [1.40103, 0.74879, 1.47738], [1.41299, 1.44087, -0.20875], [0.78730, -0.84817, -1.15619], [0.77983, -1.54031, 0.52730]], "lowdin_charge": [-0.202, -0.400, -0.062, -0.081, -0.038, 0.089, 0.104, 0.127, 0.113, 0.118, 0.119, 0.113], "homo_energy_ev": [-6.48, -10.20], "spin_multiplicity": 3, "charge": 0, "e_lumo_ha": [0.0325, -0.0981]}



## B
{"formula": "C4H5NO2", "method": "ωB97M-V/def2-TZVPD", "symbols": ["C", "C", "C", "C", "N", "O", "O", "H", "H", "H", "H", "H"], "xyz": [[0.02001, 0.74959, -0.96702], [0.85401, 0.86517, -2.03572], [1.54262, -0.91063, -0.93988], [-0.15382, -0.85342, 0.93944], [0.46846, -0.28440, -0.21627], [2.06138, -1.92455, -0.63604], [1.77810, -0.11700, -2.00484], [-0.87977, 1.39358, -0.58730], [1.08172, 1.54702, -2.86597], [-0.73462, -0.06664, 1.41943], [-0.90529, -1.59273, 0.54456], [0.55903, -1.36644, 1.60080]], "lowdin_charge": [-0.138, -0.126, -0.476, -0.025, -0.083, 0.183, 0.093, 0.145, 0.124, 0.087, 0.112, 0.102], "homo_energy_ev": [-4.52, -11.18], "spin_multiplicity": 3, "charge": 0, "e_lumo_ha": [0.0333, -0.0524]}



We find B to be the most stable, with the next structure 0.0203 hartree higher.



## A
{"formula": "C3H9N4", "method": "ωB97M-V/def2-TZVPD", "symbols": ["C", "C", "C", "N", "N", "N", "N", "H", "H", "H", "H", "H", "H", "H", "H", "H"], "xyz": [[0.54852, -0.94354, -0.79719], [1.57326, -0.45161, -0.10953], [-0.85468, -0.61662, -0.24583], [-0.81471, 0.82581, 0.20790], [-1.19631, -1.39154, 0.83583], [-0.81210, 1.68059, -0.71817], [1.14106, 0.51774, 0.87278], [0.71598, -1.48820, -1.65200], [2.63764, -0.30075, -0.40164], [-1.61899, -0.71232, -1.15417], [-0.58458, -1.16049, 1.53622], [-2.17445, -1.24697, 1.11385], [-1.04857, 2.63079, -0.45853], [-0.70714, 1.28479, -1.67787], [1.32976, 0.11352, 1.83830], [1.86532, 1.25879, 0.81004]], "lowdin_charge": [0.010, -0.092, -0.410, 0.013, 0.097, 0.087, 0.095, 0.094, 0.147, 0.192, 0.043, 0.123, 0.144, 0.158, 0.163, 0.137], "homo_energy_ev": [-12.18, -14.11], "spin_multiplicity": 3, "charge": 1, "e_lumo_ha": [-0.1177, -0.2770]}



## B
{"formula": "C3H9N4", "method": "ωB97M-V/def2-TZVPD", "symbols": ["C", "C", "C", "N", "N", "N", "N", "H", "H", "H", "H", "H", "H", "H", "H", "H"], "xyz": [[0.42776, -0.62585, 0.52882], [1.16792, -1.95270, 0.73826], [0.43380, 1.69130, -0.21078], [-4.73015, 1.05404, -1.31690], [-3.61857, 0.97644, -0.89169], [1.09623, 0.39968, 0.06957], [-2.61816, 0.67760, -0.46131], [1.32350, -2.01798, 1.83575], [0.57845, -2.80316, 0.28066], [2.21714, -1.94631, 0.20195], [-0.21736, 2.14411, 0.61527], [1.20155, 2.38585, -0.48695], [-0.26082, 1.60941, -1.04565], [-5.32864, 1.96755, -1.36201], [2.08878, 0.50751, -0.04055], [-0.60892, -0.68378, 0.75476]], "lowdin_charge": [-0.023, -0.025, -0.045, 0.161, -0.271, 0.057, 0.122, 0.103, 0.112, 0.126, 0.126, 0.084, 0.070, 0.121, 0.166, 0.114], "homo_energy_ev": [-8.99, -14.07], "spin_multiplicity": 3, "charge": 1, "e_lumo_ha": [-0.1712, -0.2189]}



We find A to be the most stable, with the next structure 0.0391 hartree higher.



## A
{"formula": "C5H4Br2N2", "method": "ωB97M-V/def2-TZVPD", "symbols": ["C", "C", "N", "N", "C", "H", "H", "H", "H", "Br", "C", "C", "Br"], "xyz": [[0.68121, -1.99384, -0.22375], [-0.19044, -1.19096, 0.52890], [0.17196, 0.07477, 0.48276], [1.25648, 0.10709, -0.28431], [1.60469, -1.11406, -0.73500], [0.62810, -3.05287, -0.36614], [-1.04999, -1.48326, 1.09588], [1.72314, 0.98135, -0.46531], [2.45513, -1.26766, -1.36845], [0.14083, 3.59942, 0.32211], [-1.37837, 2.64770, 0.36908], [-2.28501, 1.85827, 0.31736], [-3.75773, 0.83405, 0.32686]], "lowdin_charge": [-0.082, -0.170, 0.016, -0.033, -0.116, 0.085, 0.093, 0.124, 0.106, 0.755, -0.766, -0.772, 0.758], "smiles": "c1cn[nH]c1.BrC#CBr", "homo_energy_ev": -9.18, "spin_multiplicity": 1, "charge": 0, "e_lumo_ha": 0.0183}



## B
{"formula": "C5H4Br2N2", "method": "ωB97M-V/def2-TZVPD", "symbols": ["Br", "C", "C", "Br", "N", "C", "C", "C", "N", "H", "H", "H", "H"], "xyz": [[-3.83719, 1.58458, -0.15764], [-1.97291, 1.12649, -0.07056], [-1.52223, -0.11581, 0.05036], [-2.50244, -1.64656, -0.01581], [-0.07646, -0.35998, -0.03536], [0.83958, 0.49434, 0.49492], [2.06150, -0.01042, 0.18269], [1.79628, -1.29022, -0.39407], [0.48423, -1.49519, -0.46587], [-1.42753, 2.03741, -0.27493], [0.65298, 1.38275, 1.07264], [3.09391, 0.33163, 0.34048], [2.41029, -2.03905, -0.72685]], "lowdin_charge": [0.645, -0.592, -0.803, 0.836, -0.191, -0.097, -0.066, -0.125, 0.046, 0.050, 0.122, 0.103, 0.074], "smiles": "Br/C=C(\\Br)n1cccn1", "homo_energy_ev": -9.07, "spin_multiplicity": 1, "charge": 0, "e_lumo_ha": 0.0210}



We find B to be the most stable, with the next structure 0.0512 hartree higher.



## A
{"formula": "C6H10N3O", "method": "ωB97M-V/def2-TZVPD", "symbols": ["C", "C", "C", "C", "N", "C", "N", "N", "C", "O", "H", "H", "H", "H", "H", "H", "H", "H", "H", "H"], "xyz": [[-1.69223, -2.94354, 1.42511], [-1.98869, -1.54772, 1.47618], [-1.91248, 0.11981, 1.37287], [-0.76464, 0.56974, 0.24255], [0.57043, 0.14152, 0.83991], [1.61182, 0.58564, -0.19318], [2.64393, 1.38306, 0.23857], [1.40937, 0.12865, -1.62097], [-0.05197, 0.28613, -2.06569], [-0.93536, -0.24794, -0.99345], [-1.25074, -4.02521, 1.17928], [-2.98527, 0.53310, 1.08948], [-1.58729, 0.59151, 2.39336], [-0.81697, 1.71761, -0.01607], [0.66085, -0.90722, 0.87995], [2.63810, 2.41683, 0.01536], [3.46082, 0.93578, 0.71779], [1.59917, -0.89387, -1.70687], [-0.31234, 1.43958, -2.20885], [-0.29652, -0.28344, -3.06533]], "lowdin_charge": [0.071, -0.064, -0.097, -0.279, 0.065, -0.109, 0.169, 0.057, -0.140, -0.152, 0.076, 0.137, 0.129, 0.181, 0.138, 0.170, 0.165, 0.155, 0.157, 0.171], "smiles": "C#CC[C@H]1NC(N)=[NH+]CO1", "homo_energy_ev": -12.60, "spin_multiplicity": 1, "charge": 1, "e_lumo_ha": -0.2568}



## B
{"formula": "C6H10N3O", "method": "ωB97M-V/def2-TZVPD", "symbols": ["C", "C", "C", "C", "C", "C", "N", "N", "N", "O", "H", "H", "H", "H", "H", "H", "H", "H", "H", "H"], "xyz": [[0.00980, 0.61051, -0.14046], [3.32414, 1.19001, 0.02621], [2.66857, 0.04161, -0.03124], [-3.05523, 0.30296, 0.07375], [-0.84258, -1.53183, 0.01219], [1.23909, -0.04256, -0.07370], [-1.26110, -0.10927, -0.12031], [-3.04859, 1.60987, 0.08015], [0.77775, -1.55814, 0.06480], [-3.76987, -0.62619, -0.05221], [-0.19956, 1.64323, -0.12756], [4.39346, 1.23985, -0.15317], [2.70838, 2.08230, 0.11310], [3.23181, -0.88066, -0.10901], [-1.32132, -1.92473, 0.84911], [-1.03191, -2.19887, -0.78659], [-3.78590, 2.29727, -0.00228], [-2.10336, 1.90092, 0.22492], [0.90894, -2.05088, 0.92567], [1.15749, -1.99541, -0.77336]], "lowdin_charge": [-0.004, 0.052, -0.168, -0.353, -0.055, -0.143, -0.029, 0.220, 0.141, 0.189, 0.097, 0.079, 0.077, 0.111, 0.107, 0.114, 0.157, 0.087, 0.156, 0.165], "homo_energy_ev": -11.79, "spin_multiplicity": 1, "charge": 1, "e_lumo_ha": -0.1208}



We find B to be the most stable, with the next structure 0.2243 hartree higher.